1.
Density functional theory data (ωB97M-V with the def2-TZVPD basis set) for an isolated ion of composition C4H6NO and charge +1.

Its total charge is +1. The calculation puts the orbital gap at 0.3509 hartree. The spin multiplicity is 1. Its HOMO energy is -0.5731 Eh. For the electronic energy, the calculation gives -285.56332 Ha.

Each line ends with the Löwdin charge.
Cartesian coordinates (Å):
C: 0.846 0.258 0.189  -0.120
C: -0.613 -0.054 0.107  -0.372
C: 1.108 -0.646 1.380  0.293
C: -1.637 0.863 -0.389  0.039
N: 1.640 -0.978 0.109  0.107
O: -0.846 -1.164 0.605  0.127
H: 1.324 1.195 -0.048  0.167
H: -1.970 0.502 -1.367  0.125
H: -1.289 1.884 -0.502  0.103
H: -2.514 0.824 0.259  0.119
H: 1.296 -1.820 -0.372  0.205
H: 2.655 -0.865 0.028  0.208



2.
Density functional theory data (ωB97M-V with the def2-TZVPD basis set) for an isolated ion of composition C4H6NO and charge +1.

Its total charge is +1. The calculation puts the orbital gap (spin up / spin down) at 0.2457 / 0.2514 hartree. The spin multiplicity is 1. Its HOMO energy (spin up / spin down) is -0.4824 / -0.4862 Eh. For the electronic energy, the calculation gives -285.45045 Ha.

Each line ends with the Löwdin charge.
Cartesian coordinates (Å):
C: -0.083 0.300 0.949  0.040
C: 0.903 -0.215 0.018  -0.168
C: -0.791 0.698 1.852  0.089
C: 0.483 -0.129 -1.407  -0.051
N: -1.553 -1.295 -0.879  0.196
O: -0.713 -1.158 -1.659  -0.057
H: 1.891 0.248 0.098  0.181
H: 1.045 -1.181 0.368  0.121
H: -0.799 1.600 2.591  0.172
H: -1.970 0.576 1.679  0.191
H: 0.261 0.956 -1.561  0.152
H: 1.326 -0.400 -2.048  0.136